(1)
A cluster of 7 separate species, C9H22F6NO12S2 in total. Source: the OMol25 dataset; level of theory: ωB97M-V/def2-TZVPD.

Geometry as XYZ:
```
52
C9H22F6NO12S2 | the OMol25 dataset | ωB97M-V/def2-TZVPD
N 0.76 -0.42 0.83
H 0.62 -0.79 -0.10
H 1.46 -0.92 1.35
H -0.06 -0.38 1.41
H 1.02 0.54 0.67
C 6.08 -0.89 4.70
F 6.56 -0.42 5.86
F 6.65 -0.23 3.63
F 6.28 -2.19 4.45
S 4.15 -0.57 4.64
O 3.71 -0.97 5.98
O 3.97 0.90 4.42
O 3.65 -1.38 3.55
C -5.04 -1.45 0.82
F -5.82 -1.77 -0.23
F -3.78 -1.73 0.55
F -5.23 -0.17 1.13
S -5.51 -2.60 2.31
O -4.62 -2.26 3.41
O -6.92 -2.35 2.65
O -5.36 -3.98 1.83
C -1.36 1.93 4.26
O -1.61 0.87 3.67
O -1.64 1.94 5.45
O -1.18 3.04 3.74
C -3.46 2.80 -4.19
C -2.83 1.42 -3.97
O -1.93 1.54 -2.93
H -4.22 3.06 -3.45
H -3.95 2.77 -5.17
H -2.73 3.61 -4.20
H -2.28 1.11 -4.86
H -3.59 0.66 -3.79
H -2.27 2.16 -2.28
C 4.10 2.69 -1.45
C 3.29 3.88 -0.99
O 2.11 3.49 -0.30
H 4.41 1.91 -0.76
H 4.91 3.07 -2.07
H 3.39 2.17 -2.10
H 2.96 4.44 -1.86
H 3.91 4.58 -0.44
H 1.37 4.03 -0.57
C 0.30 -4.64 -2.64
C -0.41 -3.37 -3.11
O 0.42 -2.32 -2.65
H 1.10 -4.90 -3.33
H -0.44 -5.43 -2.59
H 0.83 -4.47 -1.70
H -1.35 -3.31 -2.56
H -0.46 -3.24 -4.19
H 0.03 -1.47 -2.87
```

Values from the calculation:
HOMO-LUMO gap ... 1.91 eV
Energy relative to the best compared isomer or geometry (same formula, charge and spin) ... 119.84 kcal per mole
Charge ... -3



(2)
A structure of composition C24H32BaN5O4PS4Se2Te2. Source: the OMol25 dataset; level of theory: ωB97M-V/def2-TZVPD.

Geometry as XYZ:
```
75
C24H32BaN5O4PS4Se2Te2 | the OMol25 dataset | ωB97M-V/def2-TZVPD
Ba -0.09 -0.03 0.25
O -0.19 3.37 7.38
N -0.96 3.88 6.59
O -1.67 4.83 6.88
C -1.05 3.33 5.21
C -1.96 3.96 4.43
C -2.18 3.51 3.10
C -3.14 4.13 2.26
C -3.33 3.64 1.00
C -2.57 2.53 0.59
N -1.68 1.96 1.36
C -1.45 2.43 2.59
C -0.44 1.80 3.43
N 0.27 0.80 2.88
C 1.17 0.15 3.59
C 1.43 0.50 4.92
C 0.74 1.53 5.51
C -0.24 2.23 4.76
H -2.52 4.79 4.82
H -3.70 4.98 2.63
H -4.04 4.08 0.32
H -2.70 2.10 -0.40
H 1.70 -0.65 3.09
H 2.18 -0.05 5.48
H 0.94 1.81 6.52
O 0.60 -5.94 4.94
C 0.47 -5.08 4.09
S -1.06 -4.35 3.64
C -0.47 -3.24 2.40
C 0.86 -3.26 2.17
S 1.86 -2.34 1.05
S 1.79 -4.39 3.16
S -1.74 -2.29 1.63
Se 0.59 3.38 0.08
Te 2.85 3.43 -1.09
Te 3.01 0.68 -1.49
Se 3.96 0.39 -3.81
C -1.90 1.54 -3.25
N -0.51 1.14 -3.26
C 0.32 2.25 -3.69
C -0.28 -0.02 -4.12
C -0.77 -1.34 -3.55
N 0.03 -1.84 -2.44
C 1.35 -2.28 -2.88
C -0.65 -2.98 -1.84
H -2.27 1.75 -4.28
H -1.99 2.46 -2.67
H -2.52 0.78 -2.80
H 0.00 2.61 -4.70
H 1.36 1.94 -3.75
H 0.23 3.07 -2.98
H 0.80 -0.07 -4.31
H -0.77 0.14 -5.10
H -0.78 -2.08 -4.37
H -1.80 -1.23 -3.19
H 1.26 -3.13 -3.59
H 1.92 -2.61 -2.01
H 1.91 -1.49 -3.36
H -0.80 -3.79 -2.58
H -1.62 -2.68 -1.44
H -0.06 -3.37 -1.01
C -5.05 -0.84 -2.44
P -4.26 -0.78 -0.82
C -5.08 0.59 0.03
C -4.78 -2.26 0.06
O -2.78 -0.67 -0.89
H -6.13 -0.94 -2.36
H -4.65 -1.69 -3.00
H -4.80 0.06 -3.00
H -6.16 0.44 0.09
H -4.87 1.52 -0.50
H -4.67 0.68 1.04
H -5.87 -2.32 0.17
H -4.29 -2.27 1.03
H -4.41 -3.13 -0.49
```

Values from the calculation:
HOMO-LUMO gap ... 3.47 eV
Energy relative to the best compared isomer or geometry (same formula, charge and spin) ... 20.48 kcal per mole
Charge ... -2